[1]
The molecule C4H4N2, computed with ωB97M-V/def2-TZVPD.

XYZ file:
```
10
Properties=species:S:1:pos:R:3:forces:R:3:mulliken_charge:R:1
C 1.0884 0.7047 0.0923 0.0 -0.1 0.1 -0.208
C 0.8232 -0.6140 -0.2729 0.5 0.1 0.0 -0.095
N -0.3381 -1.1340 -1.0017 -0.1 0.1 0.2 -0.478
C -0.8119 -0.7226 0.1661 -0.3 -0.1 0.0 -0.050
C -1.0425 0.7845 0.0618 0.1 0.1 -0.1 -0.143
N 0.0118 1.5278 0.0574 -0.2 -0.2 0.0 -0.500
H 2.0559 1.0496 0.4390 -0.1 -0.1 -0.1 0.392
H 1.5855 -1.3787 -0.1560 -0.1 0.1 0.0 0.369
H -1.3559 -1.3669 0.8730 0.1 0.1 -0.1 0.351
H -2.0165 1.1496 -0.2589 0.1 -0.1 0.1 0.363
```
Positions in Å, forces in eV/Å.

## Properties
Highest occupied orbital energy (alpha / beta), eV: -8.530 / -8.535
Strongest force on any atom, eV/Å: 0.47
Energy above the lowest of the compared OMol25 structures with the same formula, charge and spin, kJ/mol: 402.0
Frontier orbital gap (alpha / beta), eV: 8.01 / 8.02
Net charge: 0

=====

[2]
C23H38InN8O9P as an isolated structure, computed with ωB97M-V/def2-TZVPD.

XYZ file:
```
80
Properties=species:S:1:pos:R:3:forces:R:3:mulliken_charge:R:1
In 0.0433 -0.2641 -0.0578 0.2 -0.1 -0.4 2.319
O 1.8419 -0.0394 -1.5484 0.0 0.1 0.0 -0.525
C 2.8295 0.7144 -1.5026 -0.2 0.0 0.1 -0.534
C 3.0190 1.7842 -0.5744 0.0 -0.1 0.0 1.545
C 4.0491 2.7008 -0.8537 0.0 -0.1 -0.1 -0.585
C 4.2190 3.7864 -0.0513 -0.1 0.2 0.0 -0.733
C 3.4017 3.9994 1.0623 0.0 0.1 0.0 -0.686
C 2.4132 3.0973 1.3693 0.0 0.0 0.1 -0.721
C 2.1951 1.9546 0.5749 0.1 0.0 0.0 -0.634
O 1.2836 1.0947 0.9586 0.0 0.1 0.0 0.073
N 5.2856 4.7543 -0.3636 0.5 -0.4 0.6 1.004
O 5.3741 5.7229 0.3571 -0.2 0.2 -0.1 -0.596
O 6.0591 4.4567 -1.2473 -0.2 0.1 -0.2 -0.587
H 3.6223 0.5541 -2.2442 0.0 0.1 -0.1 0.438
H 4.6983 2.5614 -1.7102 0.0 0.0 0.0 0.622
H 3.5721 4.8774 1.6711 0.0 0.0 0.0 0.555
H 1.7891 3.2336 2.2436 0.0 0.0 0.0 0.526
C -0.2603 0.3848 4.4066 0.0 0.0 0.0 -1.494
C -0.1285 -0.5881 3.2838 -0.1 0.1 0.0 0.821
C 0.5295 -1.9019 3.5596 0.1 0.1 0.0 -0.733
O -0.5876 -0.3113 2.1745 0.0 -0.2 0.0 -0.395
H -0.9385 -0.0248 5.1615 0.0 0.0 0.0 0.451
H -0.6401 1.3403 4.0562 0.0 0.0 0.0 0.292
H 0.7055 0.5163 4.8987 0.0 0.0 0.0 0.378
H 1.5205 -1.7361 3.9885 0.0 0.0 0.0 0.366
H 0.5962 -2.5136 2.6634 0.0 0.0 0.0 -0.197
H -0.0456 -2.4289 4.3257 0.0 0.0 0.0 0.500
C 0.9631 -5.0220 0.5732 0.1 0.0 0.0 -0.855
O 0.5234 -3.6372 0.5072 0.1 0.0 -0.1 -0.146
P 1.3523 -2.5420 -0.2996 0.0 -0.2 0.5 0.606
O 1.5130 -3.2542 -1.6903 -0.1 0.1 -0.1 -0.271
C 2.4280 -2.8649 -2.7453 0.0 0.0 0.0 -0.674
O 2.8452 -2.5434 0.2342 0.1 0.1 0.0 -0.400
C 3.2959 -1.6847 1.3017 0.0 0.0 0.0 -0.258
H 1.9315 -5.0817 1.0661 0.0 0.0 0.0 0.304
H 1.0314 -5.4423 -0.4263 0.0 0.0 0.0 0.314
H 0.2192 -5.5533 1.1558 0.0 0.0 0.0 0.256
H 2.1111 -1.9185 -3.1716 0.0 0.0 0.0 0.212
H 2.3733 -3.6497 -3.4903 0.0 -0.1 0.0 0.295
H 3.4368 -2.7994 -2.3467 0.0 0.0 0.0 0.333
H 3.3927 -2.2714 2.2119 0.0 0.0 0.0 0.312
H 2.6076 -0.8504 1.4617 0.0 0.0 0.0 -0.102
H 4.2683 -1.2932 1.0188 0.0 0.0 0.0 0.316
C -4.2778 -4.3926 -0.7004 0.1 0.0 0.0 -1.107
N -3.2107 -3.4036 -0.8147 0.0 0.0 -0.1 0.071
C -2.4872 -3.0857 -2.0439 0.0 0.0 0.1 -0.617
C -1.6213 -1.9466 -1.5626 0.2 0.2 -0.1 0.506
O -0.7779 -1.2971 -2.1838 -0.1 -0.2 0.1 -0.700
N -1.8468 -1.7096 -0.2473 -0.1 -0.1 -0.1 0.107
C -2.7914 -2.5929 0.1515 0.0 0.0 0.0 -0.235
N -3.2552 -2.6180 1.3925 0.0 0.0 0.0 -0.262
H -4.4512 -4.8266 -1.6799 0.0 0.0 0.0 0.411
H -5.2064 -3.9270 -0.3677 0.0 0.0 0.0 0.380
H -4.0009 -5.1948 -0.0160 0.0 0.0 0.0 0.356
H -3.1496 -2.7898 -2.8582 0.0 0.0 0.0 0.439
H -1.8623 -3.9167 -2.3791 0.0 0.0 0.0 0.394
H -2.8889 -1.9571 2.0561 0.0 0.0 0.0 0.137
H -3.9637 -3.2683 1.6869 0.0 0.0 0.0 0.254
C -1.6969 2.1899 0.5659 0.0 0.1 -0.1 -0.573
N -1.2649 1.4461 -0.6838 0.1 0.0 0.1 0.441
C -0.4451 2.4160 -1.5164 -0.2 0.1 0.0 -0.429
N -1.1927 3.6063 -1.8292 -0.1 -0.1 0.1 0.164
C -1.5897 4.2646 -0.5771 0.0 -0.1 0.0 -0.684
N -2.4346 3.3845 0.2438 0.1 -0.1 -0.1 0.186
C -3.6227 3.0203 -0.5351 0.0 0.0 0.0 -0.693
N -3.2557 2.3412 -1.7833 0.1 0.0 0.1 0.152
C -2.5146 1.1414 -1.4797 0.0 0.2 0.0 -0.845
C -2.4027 3.2412 -2.5718 0.0 0.0 0.0 -0.663
H -0.7974 2.4401 1.1274 0.0 0.0 0.0 0.076
H -2.3131 1.5157 1.1622 0.0 0.0 0.0 0.240
H -0.1458 1.9019 -2.4305 0.0 0.0 0.0 0.237
H 0.4391 2.6876 -0.9454 0.0 0.0 0.0 -0.032
H -2.1455 5.1702 -0.8131 0.0 0.0 0.0 0.368
H -0.6969 4.5381 -0.0138 0.0 0.0 0.0 0.332
H -4.1832 3.9227 -0.7734 0.0 0.0 0.0 0.344
H -4.2579 2.3633 0.0609 0.0 0.0 0.0 0.299
H -2.2119 0.6545 -2.4028 0.0 0.0 -0.1 0.305
H -3.1325 0.4685 -0.8883 0.0 0.0 0.1 0.222
H -2.9611 4.1451 -2.8075 0.0 0.0 0.0 0.363
H -2.1227 2.7504 -3.5044 0.0 0.0 0.0 0.344
```
Positions in Å, forces in eV/Å.

## Properties
Highest occupied orbital energy, eV: -13.820
Strongest force on any atom, eV/Å: 0.85
Energy above the lowest of the compared OMol25 structures with the same formula, charge and spin, kJ/mol: 40.4
Frontier orbital gap, eV: 8.33
Net charge: +2

=====

[3]
The molecule C4H6N2O, computed with ωB97M-V/def2-TZVPD.

XYZ file:
```
13
Properties=species:S:1:pos:R:3:forces:R:3:mulliken_charge:R:1
C -0.3053 -2.1052 -0.5162 0.0 0.0 0.0 -0.947
C -0.1867 -0.6233 -0.3566 -0.1 -0.1 -0.1 0.436
N -0.7080 0.2722 -1.1496 0.2 -0.2 0.2 -0.607
C -0.3810 1.5027 -0.6136 0.0 0.2 0.2 -0.393
C 0.3434 1.3251 0.5287 -0.2 -0.2 -0.2 0.417
O 0.8869 2.1437 1.4625 0.0 0.2 -0.1 -0.525
N 0.4730 -0.0279 0.6939 0.0 0.1 0.0 -0.072
H 0.1374 -2.4390 -1.4589 0.0 0.1 0.1 0.255
H -1.3602 -2.3890 -0.5280 0.1 0.0 0.0 0.252
H 0.1856 -2.6438 0.2988 0.0 0.1 -0.1 0.277
H -0.7169 2.4273 -1.0639 0.1 -0.1 0.1 0.373
H 0.6488 3.0521 1.2404 0.1 -0.1 0.1 0.328
H 0.9678 -0.4731 1.4509 -0.1 0.0 -0.1 0.206
```
Positions in Å, forces in eV/Å.

## Properties
Highest occupied orbital energy, eV: -7.992
Strongest force on any atom, eV/Å: 0.36
Energy above the lowest of the compared OMol25 structures with the same formula, charge and spin, kJ/mol: 55.6
Frontier orbital gap, eV: 8.70
Net charge: 0

=====

[4]
C18H16N4O3PtS as an isolated structure in a non-equilibrium geometry, computed with ωB97M-V/def2-TZVPD.

XYZ file:
```
43
Properties=species:S:1:pos:R:3:forces:R:3:mulliken_charge:R:1
Pt -0.0205 -0.2092 0.1425 -0.9 2.1 -1.1 1.158
O -3.3122 2.5776 -3.2968 -0.1 0.1 -0.1 -0.661
C -2.9759 1.4924 -4.0107 0.1 0.0 0.1 0.275
C -3.5230 1.3460 -5.2882 0.0 0.1 0.0 -0.667
C -3.2321 0.2381 -6.0579 0.0 0.0 0.1 -0.350
C -2.3988 -0.7586 -5.5664 0.1 -0.2 0.0 -0.701
C -1.8445 -0.6170 -4.3153 0.0 0.1 0.0 -0.565
C -2.1047 0.5039 -3.5263 0.0 -0.1 -0.1 0.513
C -1.4422 0.5660 -2.2153 -0.6 1.0 0.8 0.855
O -0.6710 -0.3924 -1.8992 1.0 -0.8 1.6 -0.884
N -1.7204 1.6046 -1.4293 -0.7 0.3 -1.5 -0.657
N -1.0576 1.6338 -0.2765 1.3 -1.0 2.0 -0.311
C -1.3540 2.4018 0.7181 -0.1 0.0 -1.2 -0.145
C -0.6825 2.4512 1.9878 0.6 -0.4 0.9 0.620
C -1.0791 3.4997 2.8426 0.0 -0.1 -0.1 -0.833
C -0.5786 3.6840 4.1069 0.0 0.1 0.1 -0.681
C 0.3512 2.7715 4.6027 -0.2 0.1 -0.1 -0.430
C 0.7624 1.7289 3.8189 0.1 -0.2 -0.3 -0.254
C 0.2990 1.5266 2.4921 -0.6 1.0 0.5 0.490
O 0.8035 0.4995 1.8848 -0.4 -1.6 -1.3 -0.934
H -2.8620 2.5162 -2.4238 0.1 0.0 0.0 0.573
H -4.1861 2.1167 -5.6528 0.0 0.1 0.0 0.425
H -3.6622 0.1324 -7.0439 -0.1 0.1 0.0 0.371
H -2.1886 -1.6440 -6.1480 0.0 0.0 -0.1 0.405
H -1.1909 -1.3722 -3.9087 0.1 -0.1 0.0 0.403
H -2.1791 3.1067 0.5997 0.1 -0.1 -0.2 0.341
H -1.8197 4.1905 2.4696 -0.1 0.1 -0.1 0.315
H -0.9009 4.5141 4.7195 -0.1 0.0 -0.1 0.393
H 0.7337 2.8787 5.6064 0.1 0.0 0.1 0.384
H 1.4844 1.0162 4.1927 0.1 -0.1 0.0 0.445
C 0.2680 -3.7491 0.5605 0.0 -0.1 -0.6 -0.702
N 0.0506 -3.1931 1.8662 -0.4 0.6 0.3 0.223
C 0.7510 -3.4084 3.0243 0.3 0.1 0.7 -0.162
C 0.2899 -2.5399 3.9548 0.4 -0.4 0.0 -0.592
N -0.6957 -1.7973 3.3623 0.1 -0.1 -0.5 0.121
C -0.8221 -2.1765 2.0690 -0.7 -0.4 0.3 -0.455
S -1.9754 -1.6466 0.9550 0.5 0.3 -0.2 -0.351
H 1.0420 -4.5096 0.5976 0.0 0.0 0.1 0.325
H 0.5618 -2.9389 -0.1274 0.0 -0.3 0.1 0.260
H -0.6586 -4.1799 0.1776 0.1 0.0 0.0 0.290
H 1.5155 -4.1520 3.1078 0.1 -0.1 0.0 0.446
H 0.5761 -2.3956 4.9751 0.1 0.0 0.2 0.426
H -1.1688 -1.0033 3.7627 -0.1 0.0 -0.1 0.277
```
Positions in Å, forces in eV/Å.

## Properties
Highest occupied orbital energy (alpha / beta), eV: -7.507 / -7.347
Strongest force on any atom, eV/Å: 2.60
Energy above the lowest of the compared OMol25 structures with the same formula, charge and spin, kJ/mol: 246.0
Frontier orbital gap (alpha / beta), eV: 6.56 / 6.54
Net charge: 0

=====

> Look up the strongest force on any atom of the first one.

0.47 eV/Å

=====

> Look up the net charge of the third one.

0

=====

What did the fourth record say?
C18H16N4O3PtS as an isolated structure in a non-equilibrium geometry, computed with ωB97M-V/def2-TZVPD.

XYZ file:
```
43
Properties=species:S:1:pos:R:3:forces:R:3:mulliken_charge:R:1
Pt -0.0205 -0.2092 0.1425 -0.9 2.1 -1.1 1.158
O -3.3122 2.5776 -3.2968 -0.1 0.1 -0.1 -0.661
C -2.9759 1.4924 -4.0107 0.1 0.0 0.1 0.275
C -3.5230 1.3460 -5.2882 0.0 0.1 0.0 -0.667
C -3.2321 0.2381 -6.0579 0.0 0.0 0.1 -0.350
C -2.3988 -0.7586 -5.5664 0.1 -0.2 0.0 -0.701
C -1.8445 -0.6170 -4.3153 0.0 0.1 0.0 -0.565
C -2.1047 0.5039 -3.5263 0.0 -0.1 -0.1 0.513
C -1.4422 0.5660 -2.2153 -0.6 1.0 0.8 0.855
O -0.6710 -0.3924 -1.8992 1.0 -0.8 1.6 -0.884
N -1.7204 1.6046 -1.4293 -0.7 0.3 -1.5 -0.657
N -1.0576 1.6338 -0.2765 1.3 -1.0 2.0 -0.311
C -1.3540 2.4018 0.7181 -0.1 0.0 -1.2 -0.145
C -0.6825 2.4512 1.9878 0.6 -0.4 0.9 0.620
C -1.0791 3.4997 2.8426 0.0 -0.1 -0.1 -0.833
C -0.5786 3.6840 4.1069 0.0 0.1 0.1 -0.681
C 0.3512 2.7715 4.6027 -0.2 0.1 -0.1 -0.430
C 0.7624 1.7289 3.8189 0.1 -0.2 -0.3 -0.254
C 0.2990 1.5266 2.4921 -0.6 1.0 0.5 0.490
O 0.8035 0.4995 1.8848 -0.4 -1.6 -1.3 -0.934
H -2.8620 2.5162 -2.4238 0.1 0.0 0.0 0.573
H -4.1861 2.1167 -5.6528 0.0 0.1 0.0 0.425
H -3.6622 0.1324 -7.0439 -0.1 0.1 0.0 0.371
H -2.1886 -1.6440 -6.1480 0.0 0.0 -0.1 0.405
H -1.1909 -1.3722 -3.9087 0.1 -0.1 0.0 0.403
H -2.1791 3.1067 0.5997 0.1 -0.1 -0.2 0.341
H -1.8197 4.1905 2.4696 -0.1 0.1 -0.1 0.315
H -0.9009 4.5141 4.7195 -0.1 0.0 -0.1 0.393
H 0.7337 2.8787 5.6064 0.1 0.0 0.1 0.384
H 1.4844 1.0162 4.1927 0.1 -0.1 0.0 0.445
C 0.2680 -3.7491 0.5605 0.0 -0.1 -0.6 -0.702
N 0.0506 -3.1931 1.8662 -0.4 0.6 0.3 0.223
C 0.7510 -3.4084 3.0243 0.3 0.1 0.7 -0.162
C 0.2899 -2.5399 3.9548 0.4 -0.4 0.0 -0.592
N -0.6957 -1.7973 3.3623 0.1 -0.1 -0.5 0.121
C -0.8221 -2.1765 2.0690 -0.7 -0.4 0.3 -0.455
S -1.9754 -1.6466 0.9550 0.5 0.3 -0.2 -0.351
H 1.0420 -4.5096 0.5976 0.0 0.0 0.1 0.325
H 0.5618 -2.9389 -0.1274 0.0 -0.3 0.1 0.260
H -0.6586 -4.1799 0.1776 0.1 0.0 0.0 0.290
H 1.5155 -4.1520 3.1078 0.1 -0.1 0.0 0.446
H 0.5761 -2.3956 4.9751 0.1 0.0 0.2 0.426
H -1.1688 -1.0033 3.7627 -0.1 0.0 -0.1 0.277
```
Positions in Å, forces in eV/Å.

## Properties
Highest occupied orbital energy (alpha / beta), eV: -7.507 / -7.347
Strongest force on any atom, eV/Å: 2.60
Energy above the lowest of the compared OMol25 structures with the same formula, charge and spin, kJ/mol: 246.0
Frontier orbital gap (alpha / beta), eV: 6.56 / 6.54
Net charge: 0